1.
# C19H18N4O3S

The molecule C19H18N4O3S at a distorted geometry (ωB97M-V with the def2-TZVPD basis set, OMol25).

Each line ends with the Mulliken charge.
Atoms and positions in Å:
C (3.2294, 1.4462, 5.2929)  -0.792
O (2.5387, 2.4130, 4.5352)  -0.480
C (1.7462, 1.9910, 3.5154)  0.677
C (1.0869, 2.9908, 2.7989)  -0.712
C (0.2561, 2.6583, 1.7491)  -0.565
C (0.0703, 1.3326, 1.3908)  0.081
O (-0.7463, 0.9787, 0.3252)  -0.300
C (-2.1169, 0.8794, 0.6668)  -0.939
C (0.7317, 0.3243, 2.1050)  -0.499
N (0.5049, -0.9898, 1.6944)  0.209
C (0.9602, -2.1365, 2.2445)  0.681
O (1.6536, -2.2293, 3.2344)  -0.668
C (0.4919, -3.3753, 1.4847)  -0.794
S (1.4817, -3.6651, -0.0208)  -0.164
C (0.6474, -2.6906, -1.2055)  0.625
C (1.0805, -2.7140, -2.5435)  -0.645
C (0.4094, -1.9127, -3.4291)  -0.576
C (-0.6616, -1.1402, -2.9327)  0.357
C (-1.4161, -0.2150, -3.7780)  0.719
C (-1.8707, 0.9965, -3.2565)  -0.238
C (-2.5763, 1.8541, -4.0799)  -0.694
C (-2.7957, 1.4737, -5.3969)  -0.225
N (-2.3776, 0.3238, -5.8980)  -0.629
C (-1.7110, -0.4982, -5.1118)  -0.520
N (-1.0195, -1.2009, -1.6609)  -0.613
N (-0.3815, -1.9509, -0.8165)  -0.366
C (1.5682, 0.6584, 3.1633)  -0.143
H (3.7878, 2.0053, 6.0421)  0.231
H (3.9256, 0.8733, 4.6731)  0.318
H (2.5396, 0.7586, 5.7912)  0.320
H (1.2398, 4.0188, 3.0843)  0.431
H (-0.2541, 3.4291, 1.1917)  0.447
H (-2.2589, 0.2733, 1.5672)  0.362
H (-2.5552, 1.8691, 0.8363)  0.355
H (-2.6029, 0.3922, -0.1767)  0.311
H (-0.0554, -1.0677, 0.8388)  0.159
H (-0.5495, -3.3002, 1.1769)  0.347
H (0.6571, -4.2551, 2.1055)  0.477
H (1.9143, -3.3343, -2.8318)  0.400
H (0.6970, -1.8516, -4.4673)  0.398
H (-1.6453, 1.2453, -2.2308)  0.637
H (-2.9409, 2.8012, -3.7138)  0.404
H (-3.3293, 2.1146, -6.0863)  0.370
H (-1.4144, -1.4362, -5.5642)  0.438
H (2.0609, -0.1379, 3.6932)  0.808

Properties
- HOMO-LUMO gap (eV) = 7.9652
- HOMO (eV) = -8.0
- 2S+1 = 1
- SMILES = COc1ccc(OC)c(NC(=O)CSc2ccc(-c3cccnc3)nn2)c1
- electronic energy (hartree) = -1577.73329

=====

2.
# C22H25BrCoN2O9

A structure of composition C22H25BrCoN2O9 (ωB97M-V with the def2-TZVPD basis set, OMol25).

Each line ends with the Mulliken charge.
Atoms and positions in Å:
Co (0.1996, -1.6187, -0.6649)  0.010
O (-3.7513, -1.9952, -0.6256)  -0.737
C (-2.6376, -1.5064, -0.5429)  0.214
O (-1.5583, -2.1542, -0.8403)  -0.482
C (-2.5038, -0.0747, -0.0628)  0.473
C (-3.6874, 0.5998, 0.1723)  -0.670
C (-3.6916, 1.9135, 0.6062)  -0.520
C (-2.5069, 2.5883, 0.8367)  -0.442
C (-1.3305, 1.9145, 0.6356)  -0.267
C (-1.2621, 0.5796, 0.1454)  0.921
O (-0.0968, 0.0908, -0.1029)  -0.096
N (-0.0952, 2.6388, 0.9514)  0.900
O (-0.0302, 3.8062, 0.5984)  -0.616
O (0.7683, 2.0580, 1.5715)  -0.441
N (-4.9560, 2.6034, 0.8341)  1.041
O (-4.9138, 3.7571, 1.2286)  -0.660
O (-5.9886, 1.9980, 0.6164)  -0.637
H (-4.6142, 0.0707, 0.0032)  0.628
H (-2.5036, 3.6137, 1.1739)  0.579
C (2.7608, 1.1680, 5.3094)  -1.678
C (3.8694, 0.3124, 4.6807)  1.988
C (4.1545, -0.8931, 5.5870)  -1.730
C (5.1388, 1.1608, 4.6023)  -2.086
C (3.4151, -0.1734, 3.3058)  -0.327
C (2.2717, -0.9592, 3.1962)  -0.172
C (1.8649, -1.3620, 1.9497)  0.482
Br (0.2645, -2.3913, 1.7668)  -0.233
C (2.5022, -1.0426, 0.7367)  1.590
O (2.0404, -1.4923, -0.4073)  -1.033
C (3.6497, -0.2288, 0.8485)  -0.569
C (4.0633, 0.1593, 2.1233)  -0.233
C (4.4511, 0.3153, -0.3455)  2.154
C (5.9096, -0.1547, -0.2272)  -1.772
C (4.4063, 1.8521, -0.3013)  -1.586
C (3.9410, -0.1103, -1.7266)  -2.119
H (3.0696, 1.5292, 6.2944)  0.442
H (1.8390, 0.5980, 5.4329)  0.329
H (2.5355, 2.0281, 4.6766)  0.356
H (4.4697, -0.5591, 6.5793)  0.454
H (4.9465, -1.5137, 5.1631)  0.371
H (3.2687, -1.5181, 5.7084)  0.315
H (5.4252, 1.4802, 5.6069)  0.448
H (4.9849, 2.0564, 3.9977)  0.386
H (5.9730, 0.5977, 4.1786)  0.381
H (1.6918, -1.2416, 4.0655)  0.421
H (4.9402, 0.7885, 2.1841)  0.227
H (6.3759, 0.1794, 0.7012)  0.279
H (6.4966, 0.2403, -1.0608)  0.465
H (5.9623, -1.2449, -0.2590)  0.368
H (4.8421, 2.2530, 0.6152)  0.305
H (3.3747, 2.2029, -0.3625)  0.280
H (4.9631, 2.2637, -1.1474)  0.472
H (3.9797, -1.1892, -1.8628)  0.382
H (4.5803, 0.3612, -2.4800)  0.487
H (2.9110, 0.1946, -1.8979)  0.325
C (-0.5666, -0.8971, -3.1960)  -0.676
O (0.4647, -1.4006, -2.3968)  -0.439
H (-1.4239, -1.5743, -3.2676)  0.227
H (-0.1579, -0.7343, -4.1990)  0.300
H (-0.9276, 0.0730, -2.8282)  0.223

Properties
- HOMO-LUMO gap (alpha / beta) (eV) = 7.4821 / 7.4582
- HOMO (alpha / beta) (eV) = -5.4 / -5.4
- charge = -1
- 2S+1 = 1
- electronic energy (hartree) = -5596.72299

=====

3.
# C9H11FNO6

A cluster of 2 separate species, C9H11FNO6 in total at a distorted geometry (ωB97M-V with the def2-TZVPD basis set, OMol25).

Each line ends with the Mulliken charge.
Atoms and positions in Å:
C (-0.0872, -0.8381, 2.5020)  -0.684
N (-0.8075, 0.4711, 2.7055)  -0.016
O (-0.7967, 1.2317, 1.5103)  -0.241
C (-2.1968, 0.3255, 3.1945)  -0.598
C (-3.0581, -0.3619, 2.1678)  0.560
O (-3.4910, 0.1526, 1.1816)  -0.379
F (-3.2763, -1.6138, 2.4815)  -0.204
H (0.3900, -0.8114, 1.5476)  0.285
H (0.6809, -0.9309, 3.2434)  0.369
H (-0.7591, -1.6709, 2.5697)  0.305
H (-0.2944, 0.9897, 3.4119)  0.464
H (-0.1358, 1.9255, 1.6194)  0.331
H (-2.6032, 1.3042, 3.3398)  0.369
H (-2.1679, -0.2299, 4.1155)  0.438
C (2.2897, -0.3636, -3.5654)  -0.973
C (1.3889, -1.2723, -3.1639)  0.369
C (0.3611, -0.9571, -2.1159)  0.819
O (-0.4241, -1.8259, -1.7881)  -0.648
C (0.3675, 0.3729, -1.5250)  -1.036
C (1.2705, 1.2763, -1.9201)  0.532
C (2.2895, 0.9680, -2.9799)  0.911
O (3.0649, 1.8502, -3.2837)  -0.596
O (1.3354, 2.4997, -1.4081)  -0.579
O (1.3411, -2.5010, -3.6544)  -0.540
H (3.0338, -0.5798, -4.3185)  0.433
H (-0.3763, 0.5896, -0.7736)  0.577
H (2.0632, 2.9509, -1.8799)  0.375
H (0.5981, -2.9513, -3.2140)  0.357

Properties
- HOMO-LUMO gap (eV) = 7.8151
- HOMO (eV) = -12.1
- charge = +1
- 2S+1 = 1
- electronic energy (hartree) = -955.27280

=====

4.
# C13H27NO4OsS5Si

A structure of composition C13H27NO4OsS5Si at a distorted geometry (ωB97M-V with the def2-TZVPD basis set, OMol25).

Each line ends with the Löwdin spin population.
Atoms and positions in Å:
Os (3.3202, -0.1313, -0.3333)  2.166
S (4.0949, 0.2638, 1.8824)  0.224
S (3.1588, 1.9644, 2.3246)  0.301
S (2.8721, 3.1831, 0.6084)  0.420
S (3.2604, 2.2165, -1.0718)  0.378
S (5.2398, -0.8557, -1.3863)  0.153
C (6.3500, 0.1898, -0.6800)  0.031
N (7.1405, 0.8906, -0.2151)  0.042
C (-1.3811, 3.7977, 0.1079)  0.001
C (-1.7131, 2.3289, 0.3468)  0.001
C (-2.7082, 1.8333, -0.7022)  0.000
C (-2.2919, 2.1417, 1.7492)  0.000
O (-0.4639, 1.6283, 0.2321)  0.005
Si (-0.1097, 0.0449, 0.2078)  0.025
O (1.5113, 0.0007, 0.2369)  0.225
O (-0.8084, -0.6759, 1.4854)  0.003
C (-0.5579, -1.9196, 2.1572)  0.000
C (0.6642, -1.7789, 3.0564)  0.001
C (-0.3372, -3.0419, 1.1453)  0.000
C (-1.8056, -2.1848, 2.9925)  0.000
O (-0.6756, -0.7289, -1.1211)  0.003
C (-0.1935, -0.8099, -2.4662)  0.000
C (-1.3885, -1.2467, -3.3059)  0.000
C (0.9135, -1.8634, -2.5463)  0.000
C (0.3267, 0.5429, -2.9519)  0.006
H (-2.2860, 4.4033, 0.1677)  0.000
H (-0.9305, 3.9235, -0.8778)  0.000
H (-0.6681, 4.1429, 0.8578)  0.001
H (-3.6577, 2.3566, -0.5893)  0.000
H (-2.8757, 0.7613, -0.5877)  0.000
H (-2.3232, 2.0152, -1.7070)  0.000
H (-3.2334, 2.6838, 1.8424)  0.000
H (-1.5870, 2.5155, 2.4936)  0.000
H (-2.4627, 1.0844, 1.9431)  0.000
H (1.5432, -1.6065, 2.4429)  0.002
H (0.8157, -2.6871, 3.6413)  0.000
H (0.5412, -0.9327, 3.7345)  0.000
H (0.5858, -2.8623, 0.5896)  0.000
H (-1.1683, -3.0792, 0.4403)  0.000
H (-0.2533, -4.0021, 1.6548)  0.000
H (-1.9697, -1.3485, 3.6728)  0.000
H (-1.6962, -3.1027, 3.5704)  0.000
H (-2.6733, -2.2734, 2.3373)  0.000
H (-1.7771, -2.1917, -2.9252)  0.000
H (-1.1088, -1.3729, -4.3525)  0.000
H (-2.1778, -0.4975, -3.2367)  0.000
H (0.5488, -2.8202, -2.1720)  0.000
H (1.7628, -1.5610, -1.9234)  0.001
H (1.2634, -1.9873, -3.5713)  0.000
H (-0.4200, 1.3190, -2.7822)  0.000
H (0.5638, 0.5055, -4.0153)  0.000
H (1.2261, 0.8245, -2.4010)  0.009

Properties
- HOMO-LUMO gap (alpha / beta) (eV) = 6.4042 / 6.0255
- HOMO (alpha / beta) (eV) = -8.2 / -8.8
- 2S+1 = 5
- electronic energy (hartree) = -3238.53781

=====

5.
# C11H16OSi

The molecule C11H16OSi at a distorted geometry (ωB97M-V with the def2-TZVPD basis set, OMol25).

Each line ends with the Mulliken charge.
Atoms and positions in Å:
C (-2.6817, -2.0150, 1.4333)  -1.439
C (-2.2169, -0.7418, 0.8457)  0.546
O (-2.3609, 0.3979, 1.6160)  -0.501
C (-1.0160, -0.1587, 1.4977)  -0.286
Si (0.1690, 1.0145, 0.5351)  0.086
C (-0.8472, 2.2970, -0.4137)  -0.966
C (1.4516, 1.7618, 1.6721)  -1.126
C (1.1282, -0.1052, -0.7221)  0.623
C (1.2594, -1.4955, -0.5465)  -0.316
C (1.9735, -2.2401, -1.4454)  -0.450
C (2.6604, -1.5758, -2.5005)  -0.578
C (2.6309, -0.1921, -2.6188)  -0.514
C (1.8085, 0.5735, -1.7265)  -0.357
H (-2.3304, -2.0934, 2.4123)  0.442
H (-2.3593, -2.9355, 0.8589)  0.275
H (-3.7477, -2.0423, 1.5276)  0.361
H (-2.2911, -0.5140, -0.2639)  0.300
H (-0.7368, -0.6769, 2.4780)  0.282
H (-1.3656, 2.9763, 0.1890)  0.418
H (0.0625, 2.7446, -0.8594)  0.230
H (-1.4496, 1.7971, -1.2132)  0.277
H (2.2818, 2.1659, 1.0813)  0.363
H (1.1368, 2.5015, 2.3861)  0.384
H (2.0468, 0.9589, 2.2299)  0.311
H (0.8564, -2.0222, 0.2681)  0.405
H (1.9318, -3.3092, -1.2971)  0.360
H (3.3893, -2.1046, -3.0458)  0.371
H (3.1727, 0.2760, -3.4372)  0.361
H (1.6565, 1.6631, -1.9151)  0.139

Properties
- HOMO-LUMO gap (eV) = 10.1555
- HOMO (eV) = -9.3
- 2S+1 = 1
- SMILES = C[C@H]1O[C@@H]1[Si](C)(C)c1ccccc1
- electronic energy (hartree) = -793.43458